144
Properties=species:S:1:pos:R:3:forces:R:3 method="wB97M-V/def2-TZVPD" orbital_gap_ev=9.24 smiles="CN(C)C=O.CN(C)C=O.CN(C)C=O.CN(C)C=O.CN(C)C=O.CN(C)C=O.CN(C)C=O.CN(C)C=O.CN(C)C=O.CN(C)C=O.CN(C)C=O.CN(C)C=O" total_energy_ev=-81146.063 e_above_lowest_kj_mol=666.5 charge=0 e_homo_ev=-8.84 multiplicity=1
H -3.655790 0.803922 3.696520 -0.26 -0.05 0.13
H -1.403277 2.349293 7.409905 0.42 0.28 -0.15
O -3.589880 0.861308 -0.277037 1.21 0.07 1.02
H 6.570793 -1.482301 0.044552 0.04 -0.10 0.11
C 3.944299 -6.368200 -1.767854 0.31 0.36 -0.32
H -2.375764 -1.185796 1.234100 -0.11 -0.03 -0.04
H 3.142645 -7.119589 -1.830491 0.01 -0.13 0.08
O -2.325223 -2.405954 -0.393397 0.04 -0.39 0.15
H -1.985673 3.448082 3.875296 0.19 0.21 0.08
H -2.598920 -1.026434 5.062910 0.05 0.36 -0.02
H -1.812180 1.721091 3.779768 -0.01 -0.06 0.12
H 1.849682 -1.705283 3.124668 0.55 0.25 -0.49
N -2.275505 4.652108 -0.530497 0.44 -0.37 0.13
H 6.395263 -0.058348 1.147789 -0.19 -0.52 0.11
C -5.707338 1.961902 4.746441 -0.44 -0.45 -0.53
H -0.088098 -3.650351 6.669830 0.03 0.03 0.11
H -1.145924 5.652857 -2.034259 -0.36 0.06 -0.05
N -0.803264 2.558459 5.398990 -0.09 -0.02 -0.57
N 3.455453 -5.113383 -1.701013 -0.89 1.02 0.13
H -3.956673 -0.416240 -5.037779 -0.17 -0.21 0.15
H 1.189963 2.607192 4.835913 -0.17 -0.10 -0.21
H 1.859360 -0.109158 -4.543134 -0.19 -0.09 0.28
H -2.557393 1.997811 -2.005689 0.06 0.17 -0.21
C 3.641573 -2.829846 -5.436133 -0.07 -0.37 -0.39
H -3.962736 5.903310 -0.105845 0.41 -0.06 0.15
H -1.430164 -2.437612 -2.402582 -0.47 0.06 -0.33
C 1.955522 -2.735508 2.798781 0.56 -0.09 0.71
H 1.390217 3.966199 -1.170196 0.20 0.13 -0.09
H -1.399613 6.529732 -0.494382 -0.05 0.07 -0.20
H 4.825268 -0.404808 -5.921593 -0.17 0.20 0.42
O -4.992318 -1.416306 -3.061678 0.05 -0.03 -0.16
H -4.303161 4.229537 -0.447184 0.11 -0.05 -0.01
C -1.578928 -1.280982 4.768905 0.23 -0.61 -0.23
C -4.228504 1.328041 2.923228 0.09 -0.72 0.09
H -0.895414 0.289044 1.867571 -0.08 -0.28 0.10
N -4.572772 1.633605 -2.166633 0.54 -0.01 -0.55
H -6.347660 2.480953 -2.817871 -0.10 0.02 -0.31
H -5.586042 4.254157 3.922920 -0.05 0.21 -0.17
H 3.287953 0.477650 -6.166660 -0.23 -0.05 0.75
C 1.721003 2.969504 -1.464258 0.22 0.32 -0.04
H -2.996232 -1.691686 -5.806771 -0.02 0.00 0.00
O -0.725078 -3.916255 4.760302 -0.06 -0.36 0.07
N 3.250757 -3.115629 2.245074 -0.28 0.12 -0.18
H -6.292031 2.771452 5.174972 0.19 0.14 0.04
H -3.082404 1.415100 -3.621509 0.13 0.12 0.03
O 2.065554 1.977046 -4.897877 0.40 0.57 0.25
C -1.467197 -1.955392 -3.383113 -0.01 -0.41 0.69
H 0.103556 -1.637772 7.732744 0.02 -0.32 -0.16
H -0.534692 1.795419 -2.712374 0.06 -0.09 0.02
H 1.219565 2.313313 -0.753300 -0.02 -0.32 -0.29
H 0.072280 -0.271069 6.588772 0.35 -0.17 0.18
C -0.560696 -3.249876 5.762693 0.06 0.25 -0.53
H 0.106132 -2.358162 -1.239756 -0.69 0.30 0.12
H -0.832146 -1.074239 -3.264571 -0.05 -0.08 -0.63
C 0.261315 -1.339248 -0.863261 0.54 -1.54 -0.35
H 4.724337 -2.826161 -5.567235 0.05 0.07 0.26
C -3.637716 5.049863 -0.714528 -1.13 0.31 -0.09
C 6.705841 -0.414546 0.163225 0.16 1.04 0.02
H 7.762015 -0.153105 0.074308 0.02 -0.21 -0.18
H -2.551698 3.173526 6.369405 -0.05 0.01 -0.18
H 4.272066 -4.748223 1.416957 0.03 0.21 -0.01
C -3.015559 -0.958921 -4.995182 -0.15 0.25 -0.37
C 2.318601 2.456992 -3.797361 -0.77 -0.01 0.69
O -4.426112 4.222144 2.264762 0.36 -0.27 -0.47
H 0.182739 -0.692653 -1.734434 0.39 0.27 0.33
O 1.665836 -1.961708 -3.627852 -0.23 0.19 0.14
H 1.290767 -1.500805 -0.520464 0.04 1.00 0.21
H -2.334084 1.405356 6.340116 -0.04 0.03 -0.51
N -0.635583 -1.001682 0.206742 0.00 -0.03 0.35
O 5.127959 -6.635621 -1.804293 -0.01 -0.29 0.16
C 0.509418 2.401304 5.674004 0.10 0.15 0.94
H 1.841027 -4.347353 -2.788717 -0.30 -0.09 0.01
H -3.473305 1.612746 2.196939 -0.44 0.60 -0.22
C -1.984350 3.552858 0.201614 0.24 -0.42 0.63
H -2.840537 3.084888 0.698010 -0.31 0.16 -0.43
H -0.992548 -0.428752 4.419127 -0.20 0.24 0.18
C -4.560571 1.069360 -0.958744 -1.20 -0.72 -0.67
H 1.466937 -5.714336 -1.649659 -0.31 0.18 -0.02
N -5.004390 2.380214 3.546333 0.59 0.23 0.08
H -0.255963 5.212632 -0.618561 -0.10 -0.29 0.27
C 4.293463 -3.942162 -1.644965 1.59 -0.25 -0.47
C -0.134898 -0.047390 1.168078 0.66 0.64 -0.41
C -5.758586 1.575671 -2.997376 -0.33 0.78 0.20
H -1.349345 -0.651291 7.455318 -0.09 -0.33 0.16
H 4.927789 -1.406941 -1.579294 0.22 -0.05 0.27
H -1.636161 -1.989923 3.943862 -0.07 -0.02 0.01
H 3.302464 2.766860 -3.416590 0.31 -0.35 -0.38
H 4.158662 -3.263510 -2.489144 -0.73 0.06 0.11
H 7.073823 1.910467 -0.578161 -0.04 0.41 -0.11
H -3.864061 5.335349 -1.748415 0.32 -0.21 -0.05
O -0.868430 3.086754 0.402862 0.00 0.49 -0.24
H 3.778757 -0.796673 -7.193909 -0.42 -0.47 0.24
C -0.485471 -1.128805 6.978395 -0.47 1.17 -0.35
C -1.851258 -1.569782 0.345944 0.38 0.37 0.30
C -1.816212 2.369767 6.403549 -0.21 -0.23 0.81
O 0.929906 2.121344 6.782480 0.15 -0.07 -0.16
H 2.798861 2.865884 -1.362216 0.08 0.12 0.16
C 3.751800 -0.502951 -6.130985 0.98 0.16 -1.38
N -2.826730 -1.588252 -3.715934 0.48 -0.12 0.19
H -2.224384 -0.229217 -5.190342 0.15 -0.12 0.12
C 4.728688 -0.369700 -1.317616 -0.47 -0.23 -0.21
C 2.148363 -1.161314 -4.418200 0.60 -0.55 -0.31
H -5.566767 0.726602 -0.670983 -0.08 0.04 0.17
H -6.422442 1.182952 4.455338 0.07 -0.02 0.21
N 3.147858 -1.487544 -5.270405 -0.13 0.52 -0.16
C -4.987932 3.683547 3.189337 -0.41 0.02 0.89
H 2.625950 -4.575009 0.866328 -0.20 -0.02 0.13
H 4.306222 0.042818 -2.231862 0.25 0.53 0.09
H 3.235825 -3.269979 -6.353742 -0.07 0.02 0.02
C 6.133445 1.606460 -1.070138 0.32 -0.85 0.31
C 3.266380 -4.467889 1.742171 0.85 -0.43 -0.27
H 0.763087 -0.433306 1.656113 -0.24 -0.18 0.35
O 5.409482 2.336308 -1.706584 -0.26 0.42 -0.26
C -1.273947 2.636354 4.036753 -0.34 -0.45 -0.48
C 2.022616 -4.793504 -1.810296 1.06 -0.33 -0.11
H -5.021957 1.534943 5.481604 0.02 0.14 0.04
H -0.158612 2.616194 -4.256919 0.18 -0.32 -0.07
C -3.839150 -1.781916 -2.846455 -0.87 0.51 0.01
H 0.216432 0.856060 0.661815 -0.29 0.01 -0.11
C -1.231791 5.549852 -0.950152 0.38 0.43 -0.02
H 2.999720 -5.217032 2.491043 -0.29 0.24 0.12
H -3.465978 3.099566 -3.128210 0.35 -0.03 -0.03
N 5.938813 0.283530 -0.869006 -0.17 -0.29 -0.22
N 1.377866 2.695455 -2.844723 -0.02 -0.35 -0.42
C -0.023140 2.635718 -3.179463 -0.21 0.41 -0.11
H 5.341924 -4.224404 -1.774788 -0.08 -0.38 0.26
H 1.185714 -2.972975 2.068129 -0.27 -0.19 0.28
O 4.310651 -1.127357 2.527651 0.26 -0.16 -0.07
H -0.474087 2.684571 3.299331 0.19 0.35 0.21
H -3.580505 -2.231943 -1.882652 0.29 -0.11 -0.38
H -4.900385 0.596761 2.466863 0.10 0.03 -0.13
H 1.800385 -4.030583 -1.064980 -0.30 -0.15 0.11
H 5.218995 -2.836343 1.837746 0.10 0.15 -0.04
N -0.898998 -1.944458 5.857709 0.22 -0.22 0.57
C 4.325260 -2.301919 2.203069 -0.55 0.15 0.09
H 3.949279 -0.345473 -0.549902 0.00 -0.03 0.05
H 4.247238 -3.399589 -0.699375 -0.45 0.01 0.02
H -5.456011 1.547489 -4.039895 -0.04 -0.07 -0.07
H 1.897553 -3.294407 3.736103 -0.80 -0.32 -0.24
C -3.317352 2.073568 -2.781054 -0.86 -0.24 0.38
H 3.353651 -3.472860 -4.612964 0.00 0.10 0.18
H -1.042137 -2.677452 -4.081492 0.07 0.31 -0.31
H -0.492255 3.565018 -2.850143 -0.13 -0.08 0.29
H -6.392537 0.717313 -2.796722 0.26 -0.21 0.10